[1]
Computed, not measured: 6 unconnected molecules or ions with the total composition C30H70ClF5N3O7P at a distorted geometry, with ωB97M-V/def2-TZVPD.

For the highest occupied orbital energy, the calculation gives -8.367 eV. Its LUMO energy is 0.598 eV. For the total energy, the calculation gives -3176.69745 Eh. As for the net charge: 0. The value obtained for the orbital gap is 8.96 eV.

Geometry as XYZ:
```
117
Properties=species:S:1:pos:R:3:lowdin_charge:R:1
C 0.069 -4.544 6.393 -0.1001
C 0.760 -3.267 5.654 -0.2350
N 0.585 -3.478 4.190 -0.0399
C 0.050 -2.320 3.460 -0.2982
N -1.195 -2.773 2.738 0.0716
C -2.393 -2.547 3.533 -0.3586
F -2.200 -2.620 4.930 0.0738
F -2.951 -1.305 3.144 0.0718
C -3.491 -3.684 3.193 -0.3646
F -3.409 -4.090 1.865 0.1136
F -4.739 -3.172 3.533 0.1115
F -3.170 -4.812 3.978 0.0930
C 1.063 -1.710 2.326 -0.4985
O 2.323 -1.593 3.010 -0.2078
C 3.459 -1.566 2.138 -0.1139
C 0.383 -0.272 1.970 -0.5433
Cl -0.167 -0.154 0.211 0.6287
C 1.289 0.977 2.419 -0.2277
C 2.312 1.488 1.306 -0.1333
P 1.003 -2.954 0.891 0.9124
N 1.823 -4.475 1.366 -0.1643
O 1.942 -2.431 -0.450 -0.3683
H -0.717 -4.142 7.122 0.0709
H 0.822 -5.196 6.932 0.0622
H -0.472 -5.152 5.593 0.0670
H 0.236 -2.361 6.079 0.1080
H 1.868 -3.225 5.944 0.1184
H 1.479 -3.826 3.841 0.0883
H -0.153 -1.464 4.170 0.1571
H -1.085 -3.798 2.664 0.1113
H 3.318 -1.023 1.157 0.0782
H 4.289 -1.003 2.696 0.1127
H 3.905 -2.591 1.897 0.0930
H -0.589 -0.141 2.563 0.0942
H 0.540 1.834 2.573 0.1128
H 1.760 0.829 3.450 0.1212
H 2.111 2.528 0.912 0.0788
H 3.349 1.500 1.798 0.0782
H 2.419 0.792 0.410 0.0517
H 1.115 -4.963 1.930 0.0132
H 2.615 -4.289 1.997 0.0098
H 1.544 -2.787 -1.270 0.0457
C -1.914 1.870 -2.519 -0.0812
C -1.520 2.693 -1.304 -0.2974
O -0.837 3.897 -1.630 -0.1634
C -1.548 4.825 -2.437 -0.2789
C -2.844 5.309 -1.809 -0.0799
H -1.030 1.622 -3.116 0.0795
H -2.401 0.943 -2.209 0.0740
H -2.605 2.408 -3.170 0.0644
H -0.836 2.105 -0.690 0.0398
H -2.391 2.909 -0.676 0.1085
H -1.726 4.401 -3.431 0.1054
H -0.884 5.681 -2.582 0.1182
H -3.550 4.492 -1.647 0.0645
H -3.327 6.047 -2.454 0.0722
H -2.648 5.769 -0.837 0.0838
C -7.997 6.914 -2.511 -0.0804
C -6.560 6.686 -2.072 -0.2862
O -5.728 7.826 -2.242 -0.1704
C -6.106 8.994 -1.528 -0.2793
C -6.142 8.801 -0.022 -0.0807
H -8.032 7.221 -3.560 0.0833
H -8.581 5.998 -2.393 0.0781
H -8.483 7.697 -1.926 0.0647
H -6.128 5.891 -2.685 0.1138
H -6.516 6.335 -1.036 0.1065
H -7.066 9.370 -1.900 0.1050
H -5.363 9.759 -1.769 0.1184
H -6.875 8.050 0.277 0.0651
H -6.400 9.739 0.475 0.0770
H -5.166 8.469 0.343 0.0809
C -9.902 -5.196 1.070 -0.0831
C -9.170 -4.639 -0.140 -0.2827
O -8.632 -3.342 0.069 -0.1613
C -7.678 -3.217 1.115 -0.2716
C -6.447 -4.086 0.922 -0.0732
H -10.712 -4.524 1.368 0.0819
H -10.325 -6.177 0.840 0.0764
H -9.240 -5.310 1.930 0.0638
H -9.876 -4.551 -0.969 0.1174
H -8.385 -5.325 -0.475 0.1043
H -8.151 -3.414 2.082 0.1067
H -7.371 -2.168 1.130 0.1210
H -6.696 -5.149 0.906 0.0728
H -5.739 -3.921 1.730 0.0357
H -5.958 -3.851 -0.027 0.0905
C 6.357 -0.651 -3.666 -0.0821
C 5.429 -0.449 -2.480 -0.2765
O 4.671 0.750 -2.549 -0.1617
C 3.805 0.885 -3.668 -0.2755
C 2.754 -0.208 -3.757 -0.0775
H 7.046 0.195 -3.761 0.0758
H 6.940 -1.567 -3.542 0.0811
H 5.807 -0.729 -4.606 0.0666
H 6.030 -0.383 -1.570 0.1157
H 4.765 -1.309 -2.350 0.1040
H 4.390 0.946 -4.593 0.1052
H 3.304 1.850 -3.558 0.1195
H 3.201 -1.197 -3.876 0.0653
H 2.096 -0.033 -4.611 0.0775
H 2.149 -0.229 -2.846 0.0710
C 10.382 -0.111 -3.561 -0.0805
C 9.922 -0.328 -2.129 -0.2796
O 9.979 -1.686 -1.714 -0.1637
C 11.259 -2.300 -1.744 -0.2805
C 12.282 -1.613 -0.855 -0.0820
H 9.783 -0.714 -4.250 0.0785
H 10.282 0.941 -3.837 0.0795
H 11.425 -0.396 -3.701 0.0646
H 8.876 -0.021 -2.046 0.1021
H 10.484 0.304 -1.435 0.1069
H 11.619 -2.373 -2.775 0.1054
H 11.119 -3.326 -1.394 0.1181
H 12.468 -0.583 -1.165 0.0647
H 13.233 -2.149 -0.888 0.0771
H 11.932 -1.585 0.179 0.0818
```

---

[2]
Computed, not measured: 10 unconnected molecules or ions with the total composition C30H70F3N9O11PS3 at a distorted geometry, with ωB97M-V/def2-TZVPD.

For the highest occupied orbital energy, the calculation gives -10.345 eV. Its LUMO energy is -4.279 eV. For the total energy, the calculation gives -4340.89152 Eh. As for the net charge: +1. The value obtained for the orbital gap is 6.07 eV.

Geometry as XYZ:
```
127
Properties=species:S:1:pos:R:3:lowdin_charge:R:1
O 6.370 6.006 3.627 -0.2804
P 6.533 4.623 2.577 0.1903
O 6.651 5.193 0.935 -0.3277
S 8.280 3.802 3.040 0.3011
S 4.899 3.188 2.810 0.5683
S 4.687 2.376 0.851 0.4943
C 3.336 4.042 3.389 -0.3715
C 2.305 4.498 2.201 -0.1163
C 2.609 5.966 1.537 -0.2137
F 2.655 7.089 2.530 0.0050
F 3.788 5.996 0.623 -0.0027
F 1.420 6.276 0.659 -0.0035
H 7.162 6.591 3.430 0.0616
H 7.609 5.516 0.820 0.0748
H 5.941 2.637 0.214 -0.0688
H 2.747 3.243 4.053 0.1156
H 3.579 4.932 4.146 0.1468
H 2.183 3.737 1.321 0.0935
H 1.228 4.580 2.709 0.1739
C -0.131 2.324 -2.196 0.0033
C 0.337 1.908 -0.829 -0.5356
O 0.337 2.683 0.124 -0.0088
N 0.772 0.627 -0.659 0.0181
C 0.852 -0.430 -1.639 -0.0770
H -0.445 3.371 -2.170 0.0876
H 0.685 2.226 -2.918 0.0893
H -0.985 1.715 -2.502 0.0835
H 1.070 0.427 0.289 0.1332
H 0.237 -1.263 -1.289 0.0612
H 1.894 -0.756 -1.702 0.0831
H 0.509 -0.112 -2.624 0.0562
C -3.893 -2.857 -0.403 0.0027
C -2.639 -2.471 -1.136 -0.5373
O -2.045 -1.421 -0.905 -0.0074
N -2.159 -3.325 -2.085 0.0170
C -2.701 -4.596 -2.504 -0.0738
H -4.147 -2.075 0.319 0.0792
H -4.723 -2.959 -1.106 0.0765
H -3.737 -3.792 0.142 0.0958
H -1.313 -2.993 -2.532 0.1326
H -1.939 -5.361 -2.335 0.0779
H -2.917 -4.536 -3.573 0.0849
H -3.610 -4.860 -1.962 0.0797
C -2.339 -0.457 -4.693 -0.0061
C -0.983 -0.701 -5.296 -0.5356
O -0.073 -1.229 -4.661 -0.0042
N -0.775 -0.320 -6.588 0.0010
C -1.702 0.309 -7.497 -0.0732
H -2.347 -0.815 -3.659 0.0666
H -2.560 0.613 -4.688 0.0935
H -3.103 -1.003 -5.253 0.0659
H 0.163 -0.519 -6.918 0.1408
H -1.811 -0.338 -8.371 0.0846
H -1.273 1.264 -7.811 0.0830
H -2.679 0.479 -7.045 0.0793
C -6.040 -2.217 -4.081 -0.0047
C -6.172 -1.386 -5.327 -0.5289
O -5.338 -0.539 -5.638 0.0004
N -7.257 -1.592 -6.126 0.0049
C -8.341 -2.527 -5.944 -0.0789
H -5.125 -1.936 -3.552 0.0706
H -6.891 -2.037 -3.418 0.0568
H -5.976 -3.276 -4.342 0.0924
H -7.272 -0.993 -6.944 0.1417
H -8.367 -3.189 -6.813 0.0821
H -9.274 -1.960 -5.898 0.0848
H -8.230 -3.122 -5.036 0.0622
C -1.777 -1.725 1.973 -0.0075
C -2.695 -1.966 3.139 -0.5337
O -3.906 -1.767 3.068 0.0157
N -2.151 -2.418 4.305 0.0003
C -0.768 -2.712 4.594 -0.0831
H -2.360 -1.367 1.119 0.0467
H -1.037 -0.963 2.230 0.0953
H -1.282 -2.657 1.687 0.0791
H -2.836 -2.555 5.040 0.1412
H -0.700 -3.761 4.892 0.0801
H -0.456 -2.081 5.430 0.0815
H -0.116 -2.532 3.738 0.0543
C 3.848 -0.822 3.833 0.0001
C 3.802 -0.042 5.117 -0.5389
O 3.264 1.061 5.191 -0.0069
N 4.381 -0.588 6.225 0.0080
C 5.057 -1.857 6.349 -0.0721
H 3.346 -0.255 3.044 0.0772
H 4.886 -0.988 3.532 0.0907
H 3.329 -1.777 3.956 0.0803
H 4.306 0.000 7.047 0.1473
H 4.535 -2.446 7.107 0.0880
H 6.078 -1.664 6.687 0.0880
H 5.082 -2.410 5.410 0.0779
C 2.081 -5.284 3.126 -0.0082
C 1.380 -4.630 1.968 -0.5432
O 1.297 -3.408 1.861 -0.0007
N 0.824 -5.431 1.015 0.0066
C 0.809 -6.873 0.953 -0.0753
H 2.470 -4.514 3.798 0.0750
H 1.379 -5.908 3.685 0.0886
H 2.921 -5.884 2.765 0.0888
H 0.371 -4.913 0.270 0.1393
H 1.296 -7.177 0.023 0.0867
H -0.233 -7.201 0.935 0.0862
H 1.322 -7.332 1.799 0.0790
C -8.635 -2.055 -0.309 0.0000
C -9.328 -2.533 -1.555 -0.5236
O -8.709 -2.810 -2.580 0.0023
N -10.685 -2.658 -1.530 0.0032
C -11.590 -2.388 -0.438 -0.0770
H -7.557 -2.008 -0.488 0.0787
H -8.985 -1.054 -0.046 0.0910
H -8.818 -2.752 0.513 0.0903
H -11.074 -2.985 -2.407 0.1447
H -12.134 -3.309 -0.214 0.0858
H -12.299 -1.625 -0.768 0.0860
H -11.072 -2.043 0.457 0.0786
C 9.909 9.189 2.330 0.0007
C 9.732 7.802 1.778 -0.5199
O 9.123 6.928 2.392 -0.0343
N 10.270 7.521 0.558 0.0073
C 11.015 8.395 -0.317 -0.0681
H 9.424 9.256 3.309 0.0901
H 10.972 9.410 2.456 0.0935
H 9.443 9.920 1.665 0.0931
H 10.107 6.566 0.258 0.1419
H 10.482 8.455 -1.269 0.0894
H 11.998 7.949 -0.484 0.0904
H 11.134 9.397 0.098 0.0820
```

---

> Which value of highest occupied orbital energy does entry 2 give?

-10.345 eV